(1)
DFT (ωB97M-V/def2-TZVPD) results for C17H33NO3P2Sn as an isolated structure at a distorted geometry.

Structure (XYZ):
```
57
Properties=species:S:1:pos:R:3:forces:R:3:mulliken_charge:R:1
Sn -0.06779 0.18578 -0.08123 2.7907 0.1134 0.0354 0.439
P -1.59429 -0.47945 -2.06011 0.3954 -0.3130 0.2798 0.824
P 1.28348 0.66218 2.23433 -0.2088 -0.9344 -0.7146 1.229
N 1.39278 -1.03207 -0.62484 -1.1966 1.8762 0.2613 -0.494
H 0.24095 1.70502 -0.85045 -0.1597 -0.3080 0.0190 -0.072
C -1.57031 0.72557 -3.43301 -0.1887 -0.1928 -0.0197 -1.241
H -2.22118 0.31327 -4.22363 0.2716 0.3674 0.1254 0.421
H -0.53584 0.82585 -3.80662 -0.4820 -0.0180 0.2013 0.323
H -1.94539 1.70674 -3.09307 0.2136 -0.4579 -0.2147 0.337
C -3.32525 -0.75618 -1.59352 -0.2325 -0.0816 -0.4875 -1.072
H -3.87291 -0.96875 -2.52569 -0.1685 -0.0136 0.4614 0.413
H -3.74202 0.12481 -1.08116 0.1597 -0.4365 -0.3106 0.238
H -3.36817 -1.61954 -0.91121 -0.0317 0.3170 -0.2656 0.339
C -0.99316 -2.04813 -2.76553 -0.3569 0.1117 -0.1739 -1.101
H -1.67032 -2.30130 -3.59803 0.3536 -0.1787 0.1952 0.450
H -1.01859 -2.83201 -1.99088 0.0637 0.3171 -0.3272 0.319
H 0.04256 -1.92687 -3.12100 -0.3773 -0.0428 0.2020 0.304
C 2.39733 2.13533 2.26807 -0.5504 0.2707 -0.1802 -1.208
H 2.96825 2.17202 3.20892 0.1639 -0.2018 -0.5228 0.408
H 1.81333 3.06820 2.16794 0.4640 -0.6728 0.1772 0.353
H 3.00210 2.06745 1.34550 0.1383 -0.0634 0.6752 0.303
C 0.24556 0.55170 3.74206 0.1894 0.2847 0.0043 -0.944
H 0.88065 0.82376 4.60211 -0.4080 -0.2763 -0.0715 0.367
H -0.19002 -0.45561 3.84798 0.4291 0.3204 0.0066 0.388
H -0.56928 1.27781 3.62622 0.4384 -0.4602 0.1874 0.004
C 2.51015 -0.70664 2.46273 -0.0434 0.2547 0.3320 -1.155
H 3.07183 -0.50309 3.38977 -0.0471 -0.2052 -0.2659 0.444
H 3.20095 -0.75628 1.60954 -0.2701 0.0873 0.2100 0.284
H 2.01237 -1.68268 2.54954 0.0596 0.3234 -0.0659 0.329
C 2.23013 -1.92706 -1.09289 0.5724 -1.7339 -0.2569 -0.040
C 4.14239 -2.50385 -2.51776 1.1246 -1.6646 -0.3268 -0.351
C 3.23649 -1.59185 -2.07875 -1.4002 1.2703 0.7107 -0.465
C 2.22448 -3.29792 -0.63187 -0.9711 1.2611 0.4015 0.061
C 3.13728 -4.20371 -1.07326 1.4508 -1.0599 -0.9086 -0.386
C 4.12319 -3.83768 -2.02758 -0.4928 0.5317 0.2330 -0.386
H 4.91577 -2.21666 -3.26924 -0.7182 -0.2230 0.6747 0.285
H 3.22495 -0.54688 -2.43391 0.1137 -0.6148 0.1433 0.334
H 1.44628 -3.55395 0.10740 0.4740 0.0508 -0.3876 0.285
H 3.12556 -5.25149 -0.69024 -0.0252 0.9297 -0.3295 0.283
H 4.84823 -4.56224 -2.37773 -0.0522 0.0467 0.0340 0.359
C -2.69645 1.82303 0.83377 1.4762 -2.0377 0.4440 1.211
O -2.20969 0.64563 0.89693 -1.5113 2.5134 -0.1758 -0.674
C -2.55163 2.68833 -0.35963 0.1702 0.7844 -0.5916 -1.065
H -2.81356 3.72952 -0.13855 -0.2417 -0.3739 0.0004 0.416
H -3.19582 2.30727 -1.16166 0.0219 0.0095 0.0808 0.494
H -1.51625 2.77452 -0.72663 -0.2973 -0.4767 0.2336 0.208
C -3.49373 2.35124 1.98242 -0.2861 -0.4073 0.1693 -1.760
H -3.21089 3.35696 2.34724 0.0101 -0.5793 -0.5614 0.313
H -3.42457 1.60644 2.78018 -0.2091 0.2765 0.0388 0.338
H -4.53117 2.42353 1.62418 0.0831 -0.0093 0.1542 0.457
C -0.86427 3.69716 3.25168 -0.1313 0.8146 0.5668 -1.408
C -0.49088 3.46058 1.81541 -0.9863 -0.4999 -0.5068 0.528
O -0.66609 4.33580 0.96653 0.3795 0.1063 0.2443 -0.735
O -0.15763 2.24558 1.57327 -0.5089 1.0601 -0.2571 -0.504
H -1.26631 4.72434 3.31814 0.1594 -0.5247 0.3576 0.341
H 0.04408 3.59019 3.85238 -0.1883 0.1268 0.1962 0.276
H -1.60160 2.94223 3.59778 0.5749 0.6362 -0.1347 0.357
```
Positions in Å, forces in eV/Å.

The relative energy (zero: lowest compared OMol25 entry of this formula, charge and spin) comes out at 21.17 kcal/mol. The lowest unoccupied orbital energy (alpha / beta) is -0.6 / -0.6 eV. The gap between HOMO and LUMO (alpha / beta) is 5.244 / 5.245 eV. For the total energy, the calculation gives -1844.90333 a.u. Its max |F| is 2.94 eV Å⁻¹. Its molar mass is 480.11 g mol⁻¹. The spin multiplicity is 1.



(2)
DFT (ωB97M-V/def2-TZVPD) results for a 8-piece molecular cluster, C20H60N4O10 overall at a distorted geometry.

Structure (XYZ):
```
94
Properties=species:S:1:pos:R:3:forces:R:3:mulliken_charge:R:1
C -2.80939 -1.66135 0.06130 0.0760 1.2439 -0.3147 -0.722
O -3.35813 -2.37996 -1.02528 -0.0020 -0.7353 0.9691 -0.229
C -3.92810 -3.59759 -0.50514 0.6221 1.2787 -0.2653 -0.669
C -4.32567 -4.48981 -1.64890 -1.9901 -1.0430 -1.2890 0.190
C -5.25004 -5.61574 -1.14137 1.8554 -0.7815 0.7877 -1.561
N -3.19393 -5.03013 -2.41975 0.9937 -0.3777 1.6775 -0.533
H -2.61609 -0.64337 -0.28114 -0.0546 -0.0104 -0.0901 0.086
H -1.83961 -2.00470 0.42608 -0.0829 -0.5746 -0.1311 0.209
H -3.49708 -1.56867 0.90781 -0.1680 -0.2190 -0.0016 0.398
H -3.20436 -4.02388 0.20394 0.1939 -0.5832 -0.3999 0.374
H -4.74501 -3.30236 0.16297 -0.5026 -0.2437 -0.3690 0.525
H -4.95804 -3.97761 -2.38607 0.3119 0.7073 0.3356 0.171
H -4.59217 -6.21075 -0.48180 -0.4755 0.3191 0.7092 0.370
H -5.42898 -6.42294 -1.85452 -0.6637 0.6907 -0.6052 0.387
H -6.12669 -5.23845 -0.62221 -0.1242 -0.2697 -0.0667 0.380
H -3.41122 -5.95601 -2.78288 -0.5304 0.2564 -0.3808 0.278
H -2.56770 -5.32329 -1.65513 0.4244 0.3134 -0.5143 0.205
C -0.78496 3.70684 -4.41390 0.7484 -0.3386 -0.8622 -0.916
O -0.47350 2.47355 -3.78462 -0.1382 0.5596 0.4362 -0.256
C -1.52485 1.52896 -3.79056 -0.5821 -0.0694 0.0821 -0.584
C -0.88234 0.14287 -3.69822 -0.9759 0.0929 0.2623 0.196
C -1.87056 -1.00513 -3.70890 -0.9645 -0.3681 -1.6429 -1.404
N -0.08340 0.07740 -2.47273 1.2483 -0.1248 -0.8509 0.040
H -0.48705 3.56610 -5.45868 -0.4244 0.3414 -0.2281 0.352
H -0.15120 4.51395 -4.04844 0.0338 -0.1946 0.4306 0.249
H -1.82408 4.03131 -4.35928 -0.1311 -0.2763 0.2085 0.346
H -2.18035 1.71291 -2.92563 -0.0062 -0.0982 0.0588 0.132
H -2.16017 1.64757 -4.67818 0.2035 -0.1307 -0.1497 0.511
H -0.32294 0.08437 -4.63600 0.7926 -0.2291 0.4844 0.233
H -1.46367 -1.99944 -3.91696 0.7324 0.1014 1.1644 0.346
H -2.46310 -1.03048 -4.64071 -0.3041 0.9472 0.2004 0.490
H -2.57839 -1.00286 -2.88543 0.1694 -0.2128 0.2075 0.146
H -0.61104 0.32357 -1.64278 -0.3015 -0.0965 -0.1170 -0.199
H 0.63838 0.78493 -2.58051 0.0128 0.0159 0.3143 0.254
C 0.35575 1.25226 3.84855 0.0918 -1.1077 -0.0574 -0.615
O 0.80620 2.29668 4.67358 -0.1257 -0.1908 -0.3162 -0.431
C 0.73344 3.56856 4.04977 0.9174 0.1605 0.7312 -0.435
C 1.86504 4.47488 4.57559 -0.9386 0.8185 0.6409 0.279
C 2.01529 4.40196 6.10403 -0.6941 -0.6167 -0.4969 -1.409
N 1.48185 5.87441 4.19411 1.2227 -0.7425 -0.3597 -0.733
H 0.02222 0.36849 4.40492 -0.4325 0.5901 0.6561 0.314
H 1.16684 0.75393 3.29803 0.2047 0.8002 -0.5455 0.211
H -0.44952 1.57656 3.19276 0.0398 -0.1016 -0.1615 0.227
H 0.77987 3.51984 2.95860 0.0753 -0.2211 -0.0507 0.381
H -0.19646 4.08171 4.32009 -0.2792 -0.2469 0.0742 0.259
H 2.83413 4.23475 4.13820 -0.1097 -0.0896 -0.2786 0.415
H 1.97240 3.35602 6.41185 0.2999 0.0301 0.1014 0.311
H 1.14248 4.87860 6.55341 0.1438 0.2088 0.1076 0.298
H 2.93606 4.86672 6.44485 -0.0515 0.1286 0.0020 0.374
H 1.98626 6.03904 3.32850 -0.3215 0.4898 -0.0324 0.288
H 0.49467 5.91354 3.97248 -0.0528 0.0870 -0.0287 0.294
C 6.54834 -0.17720 1.20818 0.3530 -0.6285 -0.2866 -0.836
O 5.20244 -0.35013 0.84654 -0.6355 -0.2891 0.3344 -0.220
C 4.93289 -0.41501 -0.53196 0.1608 1.6892 -0.0524 -1.212
C 3.48946 -0.02879 -0.88885 -0.7702 -0.0276 0.2626 0.627
C 2.99997 1.28400 -0.26134 1.5726 0.7541 0.6949 -1.386
N 2.48111 -1.06181 -0.56432 0.2228 -0.3731 -0.5334 -0.436
H 7.20111 -0.96117 0.80275 -0.1545 -0.1293 -0.1764 0.320
H 6.60493 -0.29059 2.28726 -0.0297 0.3878 0.0695 0.227
H 6.96628 0.76766 0.85251 -0.1806 0.2374 0.1817 0.328
H 5.49258 0.39202 -1.02772 0.4199 -0.1848 -0.0217 0.494
H 5.25637 -1.36322 -0.96893 -0.2481 -0.1703 -0.0145 0.459
H 3.58260 0.14832 -1.96550 -0.4488 -0.3697 -0.1136 0.200
H 3.18937 1.24740 0.81668 0.0392 -0.0250 -0.0369 0.324
H 1.96896 1.62015 -0.33907 -0.2407 -0.7285 -0.6112 0.155
H 3.60273 2.11664 -0.64881 0.0059 -0.0492 0.1084 0.489
H 2.92232 -1.87032 -0.13560 -0.0293 0.0266 -0.0342 0.240
H 2.08154 -1.39559 -1.43886 -0.1670 -0.0515 0.1711 0.101
O -1.43810 5.18741 1.44938 0.0816 0.3777 -0.5517 -0.518
C -2.28020 4.58207 0.47866 -0.4870 -1.2487 0.7581 -0.675
C -1.69049 3.27752 0.02126 0.7557 -0.4040 -1.3175 0.135
O -1.39852 2.43765 1.10602 -0.3032 0.2721 0.7749 -0.493
H -1.19562 4.45197 2.02859 0.0563 0.0674 -0.0185 0.266
H -3.23793 4.37318 0.97247 -0.1699 0.0986 -0.2720 0.272
H -2.46669 5.12543 -0.44734 0.2784 0.7978 0.4232 0.388
H -0.78673 3.50435 -0.56476 0.1631 0.0255 0.2496 0.216
H -2.34245 2.79682 -0.72246 -0.3186 -0.0296 0.2812 0.145
H -0.79146 1.71457 0.89759 0.0215 -0.1844 -0.3802 0.178
O 1.67187 -4.95129 -2.28452 -0.0425 -0.1169 0.0705 -0.571
C 0.34929 -4.90441 -1.77197 -0.0906 0.4915 1.2453 -0.803
C 0.06877 -3.73736 -0.81795 -1.4700 0.2110 -1.1885 2.369
O 0.39100 -3.96586 0.52392 0.8997 -0.2719 0.3917 -0.682
H 2.18791 -5.45375 -1.64797 0.1459 0.0894 -0.0793 0.341
H -0.37069 -4.76915 -2.57788 0.2609 -0.2161 -0.2866 0.281
H 0.12053 -5.81440 -1.20540 -0.0967 -0.1819 -0.2734 0.364
H -1.02265 -3.61266 -0.89614 -0.0389 0.0166 0.0396 -1.076
H 0.43145 -2.82945 -1.31567 0.4963 0.1108 0.5648 -0.628
H 0.52018 -3.16778 1.08000 -0.1198 -0.3135 -0.8943 0.464
O 0.78258 -2.06341 2.37805 0.4240 0.0901 0.6331 -0.746
H 1.62390 -1.58450 2.42569 -0.1037 -0.0760 -0.1242 0.233
H 0.80561 -2.67957 3.12347 -0.1278 0.1150 -0.0724 0.276
O -0.05557 -0.11370 0.56569 0.0009 0.4080 -0.0821 0.749
H 0.75524 -0.31707 0.05255 0.0109 -0.1963 0.2488 -0.168
H -0.02531 -0.71671 1.32002 -0.0828 0.1118 -0.1176 -0.018
```
Positions in Å, forces in eV/Å.

The relative energy (zero: lowest compared OMol25 entry of this formula, charge and spin) comes out at 137.95 kcal/mol. The lowest unoccupied orbital energy is 0.1 eV. The gap between HOMO and LUMO is 9.225 eV. As for the SMILES: COC[C@H](C)N.COC[C@H](C)N.COC[C@H](C)N.COC[C@H](C)N.OCCO.OCCO.O.O. For the total energy, the calculation gives -1769.27437 a.u. Its max |F| is 2.59 eV Å⁻¹. Its molar mass is 516.72 g mol⁻¹. The spin multiplicity is 1.



Q: Look up the relative energy (zero: lowest compared OMol25 entry of this formula, charge and spin) of the first one.
A: 21.17 kcal/mol